Record 1
Entry from the Open Molecules 2025 dataset: C6H3Br2O3 as an isolated structure at a distorted geometry (ωB97M-V with the def2-TZVPD basis set).

Its HOMO energy is -4.522 eV. For the LUMO energy, the calculation gives 3.194 eV. The calculation puts the energy above the lowest of the compared OMol25 structures with the same formula, charge and spin at 33.54 kcal/mol. As for the multiplicity: 1. Its total charge is -1.

Each line ends with the natural charge from an NBO analysis.
Cartesian coordinates (Å):
C1 -1.301 0.681 -0.796  -0.3236
C2 -1.233 -0.202 0.343  0.3575
C3 -0.153 0.716 -1.661  0.2873
C4 0.710 -0.421 -1.318  0.6333
C5 0.141 -0.589 0.595  -0.1069
C6 1.099 0.131 1.478  -0.6880
O1 -2.223 -0.539 1.002  -0.6324
O2 0.149 1.525 -2.549  -0.6357
O3 1.384 -1.259 -1.784  -0.4910
Br1 -2.896 1.576 -1.264  0.0422
Br2 0.251 -2.637 0.991  -0.1209
H1 0.703 0.554 2.377  0.2157
H2 1.433 1.114 1.058  0.2226
H3 1.935 -0.650 1.529  0.2401


Record 2
Entry from the Open Molecules 2025 dataset: a 2-piece molecular cluster, C6H3Cl2F3NO overall at a distorted geometry (ωB97M-V with the def2-TZVPD basis set).

Its HOMO energy (spin up / spin down) is -14.584 / -14.583 eV. For the LUMO energy (spin up / spin down), the calculation gives -8.324 / -8.355 eV. The calculation puts the energy above the lowest of the compared OMol25 structures with the same formula, charge and spin at 19.74 kcal/mol. As for the multiplicity: 1. Its total charge is +1.

Each line ends with the natural charge from an NBO analysis.
Cartesian coordinates (Å):
C1 0.485 0.266 0.460  -0.0938
C2 -0.152 -0.965 0.244  -0.2043
C3 -0.304 1.375 0.578  -0.2142
C4 -1.557 -1.087 0.229  0.1262
C5 -1.705 1.298 0.619  0.1362
C6 -4.791 -0.170 -0.156  1.1125
N1 -2.163 0.074 0.446  -0.0063
O1 -4.038 -0.177 0.910  -0.2809
F1 -5.459 -1.313 -0.323  -0.2970
F2 -4.020 -0.041 -1.220  -0.3114
F3 -5.739 0.742 -0.107  -0.2781
Cl1 -2.292 -2.541 -0.011  0.2462
Cl2 -2.701 2.609 0.616  0.2371
H1 1.590 0.531 0.570  0.2874
H2 0.467 -1.803 0.025  0.2735
H3 0.180 2.292 0.729  0.2670


Record 3
Entry from the Open Molecules 2025 dataset: a single C6H3Cl2FN2 molecule at a distorted geometry (ωB97M-V with the def2-TZVPD basis set).

The SMILES is N#C/N=C(Cl)/C(F)=C\C=C/Cl. Its HOMO energy is -9.601 eV. For the LUMO energy, the calculation gives -0.826 eV. The calculation puts the energy above the lowest of the compared OMol25 structures with the same formula, charge and spin at 10.25 kcal/mol. As for the multiplicity: 1. Its total charge is 0.

Each line ends with the natural charge from an NBO analysis.
Cartesian coordinates (Å):
N1 -1.219 -2.875 2.659  -0.2987
C1 -1.137 -1.821 2.200  0.3875
N2 -0.806 -0.629 1.719  -0.4421
C2 -1.278 -0.074 0.720  0.3002
Cl1 -2.551 -0.775 -0.310  0.0093
C3 -0.748 1.180 0.182  0.3448
F1 -1.615 2.210 0.447  -0.3214
C4 0.441 1.530 -0.419  -0.2526
C5 1.475 0.697 -0.963  -0.2763
C6 1.626 -0.539 -1.332  -0.1499
Cl2 0.734 -1.979 -1.007  0.0071
H1 0.290 2.630 -0.740  0.2557
H2 2.299 1.258 -1.356  0.2321
H3 2.489 -0.813 -1.802  0.2043


Record 4
Entry from the Open Molecules 2025 dataset: C6H3F12NO12S4Zn2 as an isolated structure at a distorted geometry (ωB97M-V with the def2-TZVPD basis set).

Its HOMO energy (spin up / spin down) is -2.543 / -7.545 eV. For the LUMO energy (spin up / spin down), the calculation gives 1.562 / 1.529 eV. As for the multiplicity: 2. Its total charge is -1.

Each line ends with the natural charge from an NBO analysis.
Cartesian coordinates (Å):
Zn1 -1.211 15.671 14.020  1.0061
Zn2 0.515 11.460 12.617  1.7963
C1 0.229 12.649 17.379  0.7936
F1 0.484 11.359 17.588  -0.3151
F2 -0.635 13.131 18.215  -0.3057
F3 1.310 13.363 17.602  -0.3157
S1 -0.542 12.763 15.488  2.3417
O1 -1.771 12.123 15.646  -0.9615
O2 -0.709 14.207 15.226  -1.1098
O3 0.324 12.166 14.469  -1.0893
C2 3.154 15.427 12.238  0.7805
F4 3.856 15.420 11.076  -0.3200
F5 3.705 14.664 13.153  -0.2937
F6 3.085 16.752 12.509  -0.3100
S2 1.330 14.769 11.931  2.2673
O4 1.272 13.298 12.228  -1.1074
O5 0.435 15.326 13.013  -1.0667
O6 1.076 15.243 10.559  -0.8972
C3 -2.489 13.668 10.115  0.7559
F7 -1.626 14.703 9.999  -0.3076
F8 -3.715 14.100 9.832  -0.3013
F9 -2.090 12.680 9.236  -0.3238
S3 -2.415 13.124 11.977  2.3019
O7 -1.322 12.091 12.126  -1.1016
O8 -2.055 14.370 12.704  -1.0697
O9 -3.760 12.584 12.225  -0.9191
C4 -2.000 7.912 14.227  0.7805
F10 -2.162 8.940 15.009  -0.3049
F11 -2.096 6.800 14.973  -0.3085
F12 -2.980 7.895 13.268  -0.3217
S4 -0.240 8.247 13.403  2.2663
O10 -0.266 7.357 12.254  -0.9590
O11 -0.071 9.722 13.127  -1.1286
O12 0.817 7.718 14.273  -0.9487
C5 -4.682 13.927 16.102  -0.7145
C6 -3.865 15.009 15.432  0.4017
N1 -3.177 15.722 14.854  -0.4779
H1 -5.760 13.971 15.951  0.2497
H2 -4.418 13.989 17.158  0.2496
H3 -4.334 12.975 15.701  0.2879


Please write out number 3 again, unchanged.
Entry from the Open Molecules 2025 dataset: a single C6H3Cl2FN2 molecule at a distorted geometry (ωB97M-V with the def2-TZVPD basis set).

The SMILES is N#C/N=C(Cl)/C(F)=C\C=C/Cl. Its HOMO energy is -9.601 eV. For the LUMO energy, the calculation gives -0.826 eV. The calculation puts the energy above the lowest of the compared OMol25 structures with the same formula, charge and spin at 10.25 kcal/mol. As for the multiplicity: 1. Its total charge is 0.

Each line ends with the natural charge from an NBO analysis.
Cartesian coordinates (Å):
N1 -1.219 -2.875 2.659  -0.2987
C1 -1.137 -1.821 2.200  0.3875
N2 -0.806 -0.629 1.719  -0.4421
C2 -1.278 -0.074 0.720  0.3002
Cl1 -2.551 -0.775 -0.310  0.0093
C3 -0.748 1.180 0.182  0.3448
F1 -1.615 2.210 0.447  -0.3214
C4 0.441 1.530 -0.419  -0.2526
C5 1.475 0.697 -0.963  -0.2763
C6 1.626 -0.539 -1.332  -0.1499
Cl2 0.734 -1.979 -1.007  0.0071
H1 0.290 2.630 -0.740  0.2557
H2 2.299 1.258 -1.356  0.2321
H3 2.489 -0.813 -1.802  0.2043